(1)
ORCA calculation (wB97M-V/def2-TZVPD) on a structure of composition C38H36IrN4OPS at a distorted geometry.

Results
charge	+2
electronic energy	-70948.8948	eV

Structure (XYZ):
```
82
C38H36IrN4OPS wB97M-V/def2-TZVPD
Ir 0.37643 -0.48093 -0.17149
N 0.41332 -3.36102 -1.07709
P -0.67824 -2.52042 -0.08950
C -0.86491 -3.53031 1.38316
C -1.32383 -4.83776 1.20668
C -1.49364 -5.64797 2.31415
C -1.21495 -5.15969 3.58884
C -0.77913 -3.85556 3.76396
C -0.59966 -3.03351 2.65831
C -2.25489 -2.66773 -0.90293
C -3.35067 -2.21459 -0.15571
C -4.62829 -2.33653 -0.66834
C -4.81706 -2.91930 -1.92137
C -3.72930 -3.35417 -2.66196
C -2.43962 -3.21280 -2.16656
C 1.72756 -2.99422 -1.14331
C 2.71315 -3.85300 -1.62171
C 4.01283 -3.40813 -1.66591
C 4.31504 -2.10799 -1.24438
C 3.29463 -1.32123 -0.79580
N 2.01475 -1.75419 -0.74238
H 0.23816 -4.33879 -1.26364
H -1.56241 -5.21649 0.21783
H -1.85720 -6.65942 2.18778
H -1.34694 -5.80325 4.44966
H -0.58142 -3.47676 4.75829
H -0.25736 -2.01428 2.78351
H -3.19426 -1.77317 0.82469
H -5.47767 -1.99123 -0.09179
H -5.81883 -3.02726 -2.31745
H -3.88335 -3.82155 -3.62710
H -1.58990 -3.53268 -2.76155
H 2.45002 -4.85643 -1.93006
H 4.79934 -4.06475 -2.01502
H 5.32641 -1.72781 -1.25539
H 3.47230 -0.31008 -0.45355
C 0.16605 -1.40379 -5.62213
C 1.20929 -1.16873 -4.69963
C 0.93683 -0.66020 -3.46342
C -0.39487 -0.38975 -3.06108
C -0.74419 0.06303 -1.74876
C -2.03828 0.37567 -1.45379
C -3.06292 0.23033 -2.41534
C -2.76972 -0.26157 -3.64900
C -1.43573 -0.58900 -4.00442
C -1.11969 -1.11150 -5.28281
H 0.39172 -1.79895 -6.60389
H 2.23317 -1.37590 -4.98691
H 1.75107 -0.43714 -2.78986
H -2.30381 0.72543 -0.45928
H -4.08569 0.47272 -2.14976
H -3.55458 -0.39941 -4.38467
H -1.92445 -1.26781 -5.99207
C -1.13248 5.24381 5.60674
C -0.69301 3.99850 4.84102
C -1.36066 3.94757 3.47031
N -1.21594 2.60663 2.85871
C -0.28203 2.14501 2.07136
S -0.07578 0.39868 2.01788
N 0.53605 2.92487 1.34904
C 0.44129 4.32455 0.94124
O 1.44104 4.97561 0.99953
C -0.85279 4.76903 0.38228
C -1.71533 3.87472 -0.24609
C -2.87550 4.34002 -0.84358
C -3.18714 5.69292 -0.78812
C -2.32916 6.58499 -0.15315
C -1.15206 6.12871 0.41285
H -0.61666 5.29984 6.56392
H -2.20611 5.22318 5.80251
H -0.90238 6.15300 5.04675
H -0.95549 3.10144 5.40974
H 0.39179 4.00119 4.71041
H -0.93693 4.70433 2.82053
H -2.42780 4.14324 3.55999
H -1.75900 1.88341 3.30958
H 1.44019 2.52416 1.14766
H -1.45661 2.82433 -0.30778
H -3.53006 3.65203 -1.36456
H -4.09607 6.05629 -1.25140
H -2.57481 7.63818 -0.10956
H -0.45960 6.81322 0.88862
```

---

(2)
ORCA calculation (wB97M-V/def2-TZVPD) on a structure of composition C38H36MnN3O4P2S4.

Results
⟨S²⟩	3.8814
multiplicity	4
charge	+1
electronic energy	-145887.3105	eV

Structure (XYZ):
```
88
C38H36MnN3O4P2S4 wB97M-V/def2-TZVPD
Mn -0.46679 -0.21596 0.13963
C -2.09609 3.91637 1.16048
C -1.65401 2.67760 0.44643
S -0.44602 1.74684 1.24083
C -2.10098 2.29901 -0.80230
C -3.15153 3.04160 -1.56514
S -1.46358 0.89559 -1.54642
H -2.27316 3.70075 2.21342
H -3.00817 4.32684 0.73485
H -1.30356 4.66647 1.11237
H -4.12505 2.77385 -1.15079
H -3.14457 2.75143 -2.61327
H -3.02511 4.12030 -1.48337
O 0.11717 -2.13628 -0.51711
P 1.41005 -2.86322 -0.72758
C 2.32892 -2.07161 -2.10274
P 2.56204 -0.27843 -1.68524
O 1.38644 0.21604 -0.89406
C 2.64356 0.48427 -3.31324
C 1.47152 0.50515 -4.06909
C 1.50227 0.99279 -5.36341
C 2.69640 1.45924 -5.90007
C 3.85306 1.47067 -5.13546
C 3.83213 0.97970 -3.83828
C 4.11095 0.06281 -0.82813
C 4.06653 1.09539 0.10746
C 5.22254 1.49007 0.75879
C 6.42442 0.85376 0.48006
C 6.46954 -0.17547 -0.44938
C 5.31776 -0.56804 -1.11356
C 1.05946 -4.58460 -1.09399
C 1.76997 -5.35708 -2.00639
C 1.41450 -6.68330 -2.19765
C 0.36167 -7.23450 -1.48182
C -0.34056 -6.46531 -0.56322
C 0.00570 -5.13958 -0.36826
C 2.61272 -2.84815 0.62485
C 2.58737 -1.90626 1.64367
C 3.58738 -1.90804 2.60607
C 4.64167 -2.80184 2.51304
C 4.69458 -3.71431 1.46759
C 3.67060 -3.75533 0.53994
H 1.69784 -2.09489 -2.99289
H 3.28029 -2.56416 -2.30673
H 0.54112 0.16620 -3.62717
H 0.59756 1.02081 -5.95588
H 2.72255 1.82981 -6.91616
H 4.77146 1.87065 -5.54369
H 4.72576 0.99365 -3.22725
H 3.12034 1.57819 0.32084
H 5.19132 2.29201 1.48442
H 7.33108 1.16666 0.98106
H 7.40831 -0.67097 -0.65973
H 5.36673 -1.35978 -1.85240
H 2.58923 -4.92953 -2.57252
H 1.96360 -7.28879 -2.90634
H 0.08754 -8.26887 -1.64074
H -1.15375 -6.89850 0.00330
H -0.53916 -4.52401 0.33787
H 1.79594 -1.17295 1.68347
H 3.55143 -1.19739 3.42159
H 5.42479 -2.78688 3.25982
H 5.53669 -4.38806 1.37933
H 3.67970 -4.49686 -0.25130
N -6.47047 -5.13783 -1.85038
C -5.85151 -4.08000 -1.24154
C -5.09614 -3.16901 -1.99906
C -4.45883 -2.11256 -1.38820
C -4.56884 -1.95624 -0.01184
C -5.30296 -2.84918 0.75815
C -5.93407 -3.91239 0.14831
S -3.90517 -0.52331 0.75281
O -4.13053 0.60322 -0.09957
O -4.36521 -0.46412 2.10911
N -2.23987 -0.78434 0.78824
C -1.71786 -1.40747 1.87450
S -2.47879 -2.38825 3.08378
C -0.93200 -2.64956 3.81093
C 0.02604 -1.98040 3.14161
N -0.41447 -1.27843 2.04553
H -6.57242 -5.12568 -2.84877
H -7.16126 -5.65433 -1.33714
H -5.04398 -3.29616 -3.07324
H -3.89040 -1.38760 -1.95771
H -5.39193 -2.67140 1.82107
H -6.52422 -4.60524 0.73487
H -0.82411 -3.24101 4.70387
H 1.07257 -1.96358 3.40192
```

---

(3)
ORCA calculation (wB97M-V/def2-TZVPD) on a structure of composition C38H36N3OP2RhS.

Results
⟨S²⟩	6.0248
multiplicity	5
charge	+2
electronic energy	-78913.4212	eV

Structure (XYZ):
```
82
C38H36N3OP2RhS wB97M-V/def2-TZVPD
Rh -0.31730 -0.16033 -0.58485
C 3.50002 -1.13377 -0.16134
C 2.61436 -1.98835 -1.07880
P 0.86559 -2.13905 -0.61333
C 0.67301 -3.54327 0.45425
C 1.79540 -4.15178 1.04295
C 1.63867 -5.24086 1.87893
C 0.36756 -5.74462 2.13134
C -0.74751 -5.15709 1.54971
C -0.60282 -4.06170 0.71802
C -1.94214 -1.04470 0.33131
C -2.91438 -1.66751 -0.43621
C -4.09630 -2.06528 0.18055
C -4.28112 -1.85943 1.54206
C -3.28965 -1.24576 2.29198
C -2.10339 -0.82895 1.68947
C 3.20357 0.36127 -0.24047
P 1.58963 0.84388 0.45495
C 1.54117 2.64267 0.40929
C 0.57467 3.30490 1.16903
C 0.48051 4.68343 1.12514
C 1.34584 5.41543 0.31856
C 2.30856 4.76561 -0.43659
C 2.40972 3.38025 -0.39239
C 1.69553 0.39734 2.20453
C 1.24775 -0.83441 2.67893
C 1.45323 -1.19236 4.00294
C 2.11026 -0.32410 4.86177
C 2.56318 0.90380 4.39751
C 2.36015 1.26582 3.07661
H 4.53861 -1.28645 -0.46259
H 3.42844 -1.47454 0.87432
H 3.00127 -3.00618 -1.15091
H 2.62451 -1.58335 -2.09669
H 2.79123 -3.77047 0.86679
H 2.50691 -5.69791 2.33225
H 0.25059 -6.60198 2.77972
H -1.73332 -5.55704 1.74068
H -1.47766 -3.61395 0.26765
H -2.78179 -1.83604 -1.49918
H -4.87028 -2.54303 -0.40595
H -5.19802 -2.18020 2.01595
H -3.43211 -1.08425 3.35279
H -1.34649 -0.33646 2.28824
H 3.26440 0.69976 -1.27702
H 3.94609 0.92094 0.33752
H -0.09715 2.74383 1.80963
H -0.26329 5.19305 1.72194
H 1.27240 6.49327 0.28935
H 2.99030 5.33566 -1.05301
H 3.18114 2.89488 -0.97538
H 0.72231 -1.52300 2.03235
H 1.09556 -2.14841 4.36019
H 2.26851 -0.60190 5.89466
H 3.07448 1.58128 5.06708
H 2.71655 2.22689 2.73017
O -0.69708 2.55791 -1.59272
C -1.40915 1.72254 -1.17216
S -0.47383 -0.48835 -3.02610
C 0.85069 0.33472 -3.73111
N 1.46217 1.41200 -3.22828
C 2.44861 1.96257 -4.16941
C 2.40310 0.95608 -5.34379
N 1.38199 0.00358 -4.89622
H 1.00539 1.96382 -2.51465
H 3.43374 2.00659 -3.70665
H 2.15890 2.96619 -4.47658
H 3.35627 0.45098 -5.49075
H 2.10050 1.42024 -6.28095
H 1.07907 -0.80497 -5.41473
N -8.15029 0.90361 -0.67470
C -7.02375 1.09575 -0.77258
C -5.60415 1.31034 -0.89235
C -4.98637 1.15620 -2.13002
C -3.61330 1.30521 -2.23579
C -2.89764 1.62153 -1.08949
C -3.49739 1.78789 0.15284
C -4.86898 1.64288 0.24469
H -5.57791 0.91873 -3.00299
H -3.11623 1.18171 -3.18716
H -2.91113 2.01429 1.03197
H -5.37018 1.77252 1.19324
```

---

(4)
ORCA calculation (wB97M-V/def2-TZVPD) on a structure of composition C38H36O5PtS6.

Results
charge	-2
electronic energy	-118487.7860	eV

Structure (XYZ):
```
86
C38H36O5PtS6 wB97M-V/def2-TZVPD
Pt 0.71980 -0.09744 -0.09984
C -4.22056 -4.06020 0.17804
C -3.23294 -3.82315 1.32224
C -3.64280 -4.59696 2.55850
O -1.93353 -4.21908 0.96552
C -1.37875 -3.09362 0.27012
C -1.93226 -1.89076 1.04931
O -3.16006 -2.43203 1.58726
C -1.15429 -1.07954 2.14895
O 0.13068 -0.73084 1.78377
C -2.03516 0.19368 2.36513
C -2.42981 0.64814 3.62318
C -3.31634 1.70895 3.77052
C -3.81006 2.37012 2.65632
C -3.35322 1.99110 1.39951
C -2.46756 0.93582 1.26112
C -1.06229 -1.85584 3.48535
C 0.20093 -2.13560 3.99826
C 0.35638 -2.76953 5.22425
C -0.75273 -3.13701 5.97208
C -2.02035 -2.85034 5.48135
C -2.17068 -2.21489 4.25722
C 0.09700 -3.18511 -0.11134
O 0.39399 -2.04364 -0.82344
C 1.06624 -3.52454 1.04258
C 0.84591 -4.60380 1.89853
C 1.81453 -4.99557 2.81220
C 3.02418 -4.32035 2.88630
C 3.25392 -3.24649 2.03237
C 2.28634 -2.85750 1.11962
C 0.30524 -4.33520 -1.13429
C -0.66316 -5.26167 -1.50277
C -0.39178 -6.23694 -2.46048
C 0.84915 -6.29604 -3.06977
C 1.82086 -5.36286 -2.71706
C 1.55021 -4.39925 -1.76353
H -4.25385 -5.12177 -0.07208
H -3.92813 -3.49665 -0.70612
H -5.21530 -3.73125 0.48038
H -3.79640 -5.64465 2.29622
H -4.57211 -4.19063 2.95961
H -2.86320 -4.52616 3.31210
H -1.86263 -3.02576 -0.71106
H -2.22548 -1.16443 0.29603
H -2.06532 0.15357 4.51207
H -3.61448 2.01843 4.76559
H -4.50953 3.19034 2.76516
H -3.67819 2.52672 0.51605
H -2.09101 0.70121 0.27470
H 1.05870 -1.84465 3.40892
H 1.35449 -2.98730 5.58341
H -0.63381 -3.63811 6.92580
H -2.90072 -3.11998 6.05403
H -3.16311 -1.98475 3.90121
H -0.08505 -5.14791 1.84772
H 1.61464 -5.82811 3.47709
H 3.77809 -4.62449 3.60312
H 4.18630 -2.69783 2.07710
H 2.46076 -2.01218 0.46576
H -1.63795 -5.24161 -1.03552
H -1.16286 -6.94997 -2.72936
H 1.05867 -7.04989 -3.81918
H 2.79401 -5.38723 -3.19212
H 2.29688 -3.66133 -1.50430
S 5.85184 3.88777 -3.45564
C 4.68182 2.99274 -2.66406
S 4.75062 2.56967 -1.00776
C 3.26720 1.65894 -0.90023
C 2.56153 1.57956 -2.04187
S 1.01074 0.80140 -2.18506
S 3.27183 2.38057 -3.41877
S 2.79725 0.92845 0.60335
O 1.30010 4.06318 0.20098
S 0.20973 3.23118 0.80181
C -0.98128 4.51590 1.42145
C -0.95652 4.52562 2.94691
C 0.44911 4.08596 3.33858
C 0.71542 2.84288 2.50659
H -1.96661 4.33582 0.99905
H -0.55431 5.42310 0.99475
H -1.67394 3.79970 3.32753
H -1.22485 5.50472 3.35222
H 0.54411 3.89191 4.40840
H 1.17300 4.85824 3.06696
H 0.12855 1.97382 2.81948
H 1.75636 2.54600 2.43251
```

---

(5)
ORCA calculation (wB97M-V/def2-TZVPD) on a structure of composition C38H37GeN2O3STc.

Results
electronic energy	-118678.2893	eV

Structure (XYZ):
```
83
C38H37GeN2O3STc wB97M-V/def2-TZVPD
Tc -0.12801 0.21576 -0.29381
O -0.27119 0.45364 -2.32472
C 0.39054 1.28591 -3.06626
C -0.19146 1.71994 -4.28259
C 0.44337 2.62549 -5.09516
C 1.71075 3.13360 -4.77438
C 2.32141 2.68686 -3.62982
C 1.68249 1.78882 -2.75751
C 2.44031 1.21864 -1.67348
N 1.93678 0.59869 -0.67502
C 2.79133 -0.25423 0.12373
C 2.29107 -1.65875 -0.17188
N 0.82458 -1.61499 -0.14809
C 0.19821 -2.74380 -0.08176
C -1.21189 -2.96614 -0.06181
C -1.63822 -4.30196 0.14599
C -2.95767 -4.65033 0.14172
C -3.91796 -3.64823 -0.10088
C -3.54800 -2.35307 -0.32424
C -2.18518 -1.95296 -0.29822
O -1.91207 -0.71318 -0.51968
H -1.16605 1.32202 -4.53299
H -0.04436 2.94839 -6.00744
H 2.20146 3.84289 -5.42570
H 3.32017 3.02448 -3.37605
H 3.52971 1.27812 -1.74837
H 2.65900 -0.00901 1.18015
H 3.84805 -0.14311 -0.13615
H 2.66250 -2.38570 0.55575
H 2.62932 -1.95824 -1.16769
H 0.81056 -3.64606 -0.01803
H -0.87902 -5.05886 0.31244
H -3.26206 -5.67337 0.31125
H -4.96930 -3.90866 -0.11204
H -4.28030 -1.57954 -0.51111
C -1.45840 2.32854 0.20602
H -2.17378 1.52836 0.39650
H -1.90846 3.27909 -0.08099
C 0.21201 1.16883 3.12627
S -0.50486 -0.08751 2.06167
C 0.31999 -1.48603 2.84548
O -1.91768 -0.19305 2.46625
H -0.03186 0.89921 4.15242
H -0.23371 2.12484 2.86760
H 1.29024 1.21056 2.97422
H 1.39759 -1.43778 2.69594
H -0.08900 -2.39746 2.42030
H 0.07150 -1.43904 3.90419
C -0.12493 2.15197 0.27119
Ge 0.93074 3.80486 0.26403
C 0.37148 4.99193 -1.18195
C 0.80867 6.31766 -1.16808
C 0.43746 7.20064 -2.17087
C -0.38883 6.76953 -3.20057
C -0.83788 5.45816 -3.22056
C -0.45997 4.57657 -2.21655
C 0.47765 4.74739 1.92680
C 1.29910 4.74220 3.05260
C 0.90978 5.37158 4.22756
C -0.31282 6.02318 4.29381
C -1.13808 6.04893 3.17872
C -0.74302 5.41754 2.00794
C 2.87657 3.58730 0.21298
C 3.63468 4.23387 -0.76101
C 5.01196 4.06505 -0.82756
C 5.65815 3.24648 0.08683
C 4.92080 2.60645 1.07445
C 3.54600 2.78122 1.13311
H 1.44345 6.67085 -0.36136
H 0.78828 8.22481 -2.14709
H -0.68326 7.45697 -3.98334
H -1.48118 5.11397 -4.02058
H -0.81372 3.55412 -2.25006
H 2.26759 4.25735 3.01874
H 1.56481 5.35824 5.08962
H -0.61803 6.51532 5.20823
H -2.08948 6.56399 3.21863
H -1.39422 5.45927 1.14148
H 3.14283 4.86732 -1.49027
H 5.58043 4.57405 -1.59604
H 6.73102 3.11344 0.03661
H 5.41836 1.97255 1.79812
H 2.98665 2.26167 1.90372
```